Density functional theory data (ωB97M-V/def2-TZVPD) for C4H5FO in the gas phase in a non-equilibrium geometry.

ORCA input file:
```
! RIJCOSX wB97M-V def2-TZVPD def2/J DEFGRID3
* xyz 0 1
C -1.262 -0.228 -0.098
C 0.204 0.081 0.126
C 0.636 1.024 0.958
C 1.083 -0.656 -0.750
H -1.378 -1.312 -0.044
H -1.978 0.241 0.681
H -0.049 1.558 1.566
H 1.628 1.192 1.222
H 2.141 -0.579 -0.627
O 0.665 -1.395 -1.651
F -1.689 0.073 -1.384
*
```

Structure (SMILES)   C=C(C=O)CF
HOMO energy   -10.155 eV
ΔE to the lowest compared entry with this formula, charge and spin   0.552 eV
Electronic energy   -330.46746 hartree
LUMO   -0.1796 eV
Kohn-Sham gap   10.0 eV